Record 1
DFT (ωB97M-V with the def2-TZVPD basis set) results for a structure of composition C15H23BMnN6Si.

LUMO energy (alpha / beta) = -8.47 / -10.19 eV
Spin multiplicity = 6
HOMO-LUMO gap (alpha / beta) = 6.499 / 4.821 eV
Net charge = +2

Atoms and positions in Å:
1 C -2.174 -0.129 -1.431
2 N -0.972 0.475 -1.283
3 N -0.279 0.304 -2.477
4 C -1.109 -0.274 -3.381
5 C -2.317 -0.574 -2.757
6 B 1.132 0.877 -2.821
7 N 1.305 2.227 -2.050
8 N 0.588 2.627 -0.907
9 C 0.849 3.949 -0.723
10 C 1.650 4.424 -1.776
11 C 1.883 3.329 -2.595
12 Mn -0.775 1.683 0.331
13 N 2.281 -0.254 -2.941
14 N 2.876 -0.927 -1.874
15 C 3.729 -1.829 -2.388
16 C 3.717 -1.763 -3.808
17 C 2.791 -0.756 -4.107
18 H 4.319 -2.509 -1.779
19 H 2.491 -0.354 -5.066
20 H 4.298 -2.354 -4.494
21 H 1.077 1.210 -3.997
22 H 2.349 3.281 -3.571
23 H -0.779 -0.387 -4.405
24 H 1.971 5.442 -1.919
25 H -3.185 -1.031 -3.197
26 H 0.441 4.508 0.103
27 H -2.839 -0.207 -0.579
28 H 0.880 0.775 0.598
29 C 0.902 1.443 1.479
30 H 1.819 2.030 1.376
31 H 0.044 2.211 1.569
32 H 0.868 0.808 2.369
33 C -0.337 -2.424 4.334
34 Si -1.964 -1.746 3.700
35 C -2.927 -3.240 3.139
36 C -2.841 -0.781 5.035
37 C -1.739 -0.507 2.358
38 C -1.544 0.446 1.587
39 H -0.556 -3.019 5.231
40 H 0.367 -1.630 4.609
41 H 0.154 -3.077 3.601
42 H -3.371 -3.754 4.002
43 H -3.731 -2.936 2.459
44 H -2.278 -3.950 2.610
45 H -2.168 0.013 5.382
46 H -3.699 -0.302 4.548
47 H -3.195 -1.348 5.904

Mulliken atomic charge list, values in e, 8 entries: C 0.00; N -0.26; N 0.32; C -0.05; C -1.11; B -0.21; N 0.02; N 0.23

=====

Record 2
DFT (ωB97M-V with the def2-TZVPD basis set) results for a structure of composition C15H23BaF6O2PS3.

LUMO energy (alpha / beta) = 2.12 / 2.12 eV
Spin multiplicity = 2
HOMO-LUMO gap (alpha / beta) = 5.408 / 6.258 eV
Net charge = -1
Energy above the lowest of the compared OMol25 structures with the same formula, charge and spin = 74.8 kJ/mol

Atoms and positions in Å:
1 Ba -1.465 1.149 0.628
2 C 2.349 -6.197 -0.016
3 C 2.198 -4.718 -0.271
4 C 1.773 -3.866 0.749
5 C 1.607 -2.506 0.537
6 C 1.884 -2.000 -0.729
7 C 2.293 -2.820 -1.766
8 C 2.459 -4.181 -1.528
9 S 1.646 -0.296 -1.055
10 C 2.884 0.369 -0.018
11 O 0.315 0.115 -0.378
12 H 2.587 -6.395 1.030
13 H 3.138 -6.629 -0.634
14 H 1.422 -6.726 -0.248
15 H 1.566 -4.269 1.736
16 H 1.281 -1.851 1.344
17 H 2.486 -2.405 -2.749
18 H 2.785 -4.831 -2.333
19 H 2.633 0.117 1.010
20 H 2.864 1.450 -0.161
21 H 3.844 -0.051 -0.323
22 C -0.689 -1.324 6.070
23 O 0.289 -0.961 5.088
24 C -0.075 -0.139 4.086
25 S 1.184 0.260 2.998
26 S -1.648 0.467 4.014
27 H -0.179 -2.032 6.720
28 H -1.560 -1.779 5.606
29 H -1.016 -0.456 6.636
30 F -2.695 -0.020 -1.297
31 P -4.270 -0.044 -0.742
32 F -3.760 1.061 0.452
33 F -5.720 -0.011 -0.114
34 F -3.794 -1.205 0.266
35 F -4.575 1.198 -1.667
36 F -4.673 -1.076 -1.867
37 C -0.383 5.553 -1.962
38 C -0.650 4.052 -1.801
39 C 0.601 3.297 -2.269
40 C -1.816 3.677 -2.731
41 C -1.016 3.642 -0.349
42 H -0.103 5.823 -2.991
43 H 0.429 5.868 -1.296
44 H -1.280 6.122 -1.692
45 H 0.861 3.536 -3.312
46 H 0.440 2.213 -2.208
47 H 1.459 3.551 -1.635
48 H -1.664 4.079 -3.745
49 H -2.761 4.069 -2.344
50 H -1.932 2.591 -2.818
51 H -1.551 4.527 0.080

Mulliken atomic charge list, values in e, 8 entries: Ba 1.86; C -1.44; C 0.86; C -0.85; C -0.25; C 0.52; C -0.48; C -0.63

=====

Record 3
DFT (ωB97M-V with the def2-TZVPD basis set) results for a cluster of 3 separate species, C15H23BrN2O in total.

LUMO energy = 0.75 eV
Spin multiplicity = 1
HOMO-LUMO gap = 8.989 eV
Net charge = 0

Atoms and positions in Å:
1 Br -3.238 -1.636 2.033
2 C -1.723 -2.132 0.902
3 C -1.607 -1.196 -0.294
4 C -0.965 0.130 0.104
5 C -0.439 1.030 -1.047
6 C -0.857 0.696 -2.460
7 C 0.142 -0.343 -2.945
8 C 1.355 -0.069 -2.044
9 O 0.974 0.948 -1.106
10 H -1.898 -3.150 0.586
11 H -0.840 -2.083 1.521
12 H -2.612 -1.046 -0.667
13 H -1.029 -1.730 -1.040
14 H -1.709 0.692 0.661
15 H -0.126 -0.077 0.756
16 H -0.812 2.028 -0.830
17 H -1.912 0.523 -2.638
18 H -0.647 1.587 -3.055
19 H 0.424 -0.250 -3.989
20 H -0.236 -1.354 -2.844
21 H 1.578 -0.954 -1.451
22 H 2.215 0.290 -2.587
23 C 0.560 4.491 -1.610
24 C 0.795 5.337 -0.493
25 C 0.441 6.608 -0.859
26 N 0.002 6.563 -2.155
27 C 0.072 5.277 -2.620
28 H 0.738 3.430 -1.666
29 H 1.180 5.044 0.470
30 H 0.462 7.535 -0.313
31 H -0.318 7.352 -2.683
32 H -0.231 5.034 -3.624
33 C 2.134 -4.804 4.234
34 C 1.198 -3.737 4.167
35 C 0.055 -4.232 3.598
36 N 0.266 -5.555 3.320
37 C 1.529 -5.912 3.705
38 H 3.136 -4.763 4.627
39 H 1.347 -2.723 4.498
40 H -0.885 -3.761 3.370
41 H -0.405 -6.170 2.897
42 H 1.886 -6.919 3.571

Mulliken atomic charge list, values in e, 8 entries: Br -0.18; C -0.92; C -0.08; C -1.21; C 0.39; C -0.73; C -0.66; C -0.51

=====

Record 4
DFT (ωB97M-V with the def2-TZVPD basis set) results for a cluster of 9 separate species, C15H23Cl15N2O6 in total.

LUMO energy = -0.04 eV
Spin multiplicity = 1
HOMO-LUMO gap = 10.637 eV
Net charge = 0
Energy above the lowest of the compared OMol25 structures with the same formula, charge and spin = 26.7 kJ/mol

Atoms and positions in Å:
1 C 3.087 -4.059 -5.308
2 O 1.978 -3.213 -5.470
3 C 0.713 -3.631 -5.430
4 O 0.337 -4.817 -5.284
5 O -0.073 -2.558 -5.634
6 C -1.539 -2.740 -5.773
7 H 3.299 -4.226 -4.252
8 H 3.942 -3.726 -5.896
9 H 2.811 -5.029 -5.720
10 H -1.725 -3.282 -6.700
11 H -2.048 -1.802 -5.999
12 H -1.995 -3.299 -4.957
13 C -5.488 -0.531 8.000
14 O -5.177 0.230 6.793
15 C -3.930 0.196 6.344
16 O -2.980 -0.384 6.938
17 O -3.789 0.906 5.242
18 C -2.444 1.304 4.896
19 H -5.329 -1.608 7.942
20 H -6.535 -0.408 8.276
21 H -4.852 -0.366 8.869
22 H -2.061 2.057 5.584
23 H -2.419 1.668 3.869
24 H -1.697 0.512 4.840
25 Cl 0.783 -4.812 4.527
26 C 0.258 -3.119 4.443
27 Cl -0.243 -2.752 2.832
28 Cl 1.584 -2.002 4.894
29 H -0.619 -2.983 5.076
30 Cl 0.786 5.354 -8.518
31 C 1.118 3.628 -8.504
32 Cl 0.013 2.888 -9.680
33 Cl 0.942 2.929 -6.862
34 H 2.179 3.483 -8.705
35 Cl 2.775 5.815 -2.334
36 C 1.493 6.975 -1.858
37 Cl 0.950 8.061 -3.154
38 Cl 2.121 7.885 -0.467
39 H 0.589 6.482 -1.501
40 Cl -7.440 -1.738 -0.158
41 C -5.829 -2.067 0.482
42 Cl -4.863 -0.500 0.592
43 Cl -4.999 -3.272 -0.534
44 H -5.992 -2.366 1.518
45 Cl 6.479 -3.955 2.334
46 C 5.716 -4.415 0.776
47 Cl 6.929 -4.601 -0.532
48 Cl 4.418 -3.227 0.299
49 H 5.190 -5.359 0.920
50 C 0.236 0.228 -1.588
51 C 0.436 1.480 -0.857
52 N 0.518 2.407 -0.220
53 H -0.536 -0.349 -1.078
54 H 1.126 -0.398 -1.536
55 H -0.008 0.454 -2.626
56 C 4.033 4.486 3.322
57 C 2.948 5.277 3.770
58 N 2.019 5.854 4.142
59 H 4.127 3.653 4.018
60 H 4.785 5.275 3.284
61 H 3.889 4.109 2.310

Mulliken atomic charge list, values in e, 8 entries: C -0.67; O -0.28; C 0.75; O -0.59; O -0.25; C -0.66; H 0.27; H 0.24